ORCA calculation (wB97M-V/def2-TZVPD) on C51H63GeN2NiP2S2 as an isolated structure in a non-equilibrium geometry.

Output
Spin multiplicity   3
Energy relative to the best compared isomer or geometry (same formula, charge and spin)   94.13 kJ/mol
LUMO energy (alpha / beta)   -2.755 / -3.540 eV
Calculated total energy   -7154.8809 Eh
Charge   +1

Last column: Mulliken spin population.
Positions of all 122 atoms, in Å:
C 3.4193 -4.3830 -2.7432  -0.002
H -2.6495 6.1758 -1.1958  0.000
P 2.7075 -0.4728 -1.8867  -0.076
H 7.0871 -2.1415 1.9421  0.000
H -1.3637 -4.5012 2.9927  0.001
H 3.9868 0.6857 3.7431  0.002
H -3.3188 -5.4782 -1.8160  0.000
N -0.1127 1.9582 -0.4894  0.026
H 4.3974 3.5872 -4.0906  0.000
C 0.8061 2.8622 -0.7987  0.015
H -1.1569 -6.1510 -2.9253  0.000
H 5.3399 0.1119 -0.7113  0.004
H 6.5403 3.6107 -2.8542  0.000
C -3.6881 1.6129 0.0736  0.001
C 4.9852 -2.1763 -2.1228  -0.003
C -1.5768 3.7351 0.1145  0.004
C 0.6105 4.2215 -0.6472  0.016
H -3.4074 -5.3855 -3.5782  0.000
C -1.6802 6.6780 -1.1303  0.000
C -6.4500 2.3484 0.1139  0.000
C -4.1287 -0.6995 0.2388  -0.004
C 3.5987 -2.0384 -2.1870  0.044
H 0.8513 -5.2254 1.0216  0.007
C 3.6747 1.8188 -3.1158  0.007
C -1.4098 -5.0972 -2.7780  -0.003
C 4.7004 2.6991 3.5492  0.005
C 3.2687 -2.5783 2.2865  -0.009
Ge 0.3137 -2.3950 0.1496  0.087
C -6.1294 0.8532 0.1226  0.000
C 6.0141 -2.2688 2.0248  -0.001
C 6.0802 1.8520 -1.7165  -0.002
C 5.1416 0.8636 -1.4616  -0.006
N -1.8639 0.0683 0.1169  -0.002
H -1.5549 -4.6556 1.2599  -0.002
H 1.6385 -3.1641 0.0903  0.016
C -0.8724 6.1747 0.0786  -0.001
C 3.7917 -1.3436 1.9073  0.035
C -6.7780 0.2147 1.3629  0.000
H -0.4836 -6.8576 3.2486  0.000
H 0.9543 7.0318 -0.7756  0.000
H 4.2812 4.6584 0.8179  0.000
C -0.4847 -2.8749 1.9094  -0.030
H -2.5488 4.0332 0.4868  0.001
C 5.8085 2.8357 -2.6576  0.005
C -0.7403 -3.0568 -1.4036  -0.029
C -0.0332 -6.7516 2.2581  0.000
C -1.3142 2.3941 -0.0927  0.011
C 4.0736 1.5498 3.0938  0.008
C 5.5752 -3.4166 -2.3316  -0.001
S 0.8992 0.0403 2.4050  0.107
C 4.1118 -3.6574 2.5118  -0.003
H -0.7612 -7.0982 1.5191  0.000
H 0.3590 -4.9149 -1.5589  0.005
H 0.2325 -2.5852 2.6760  -0.003
C 2.0218 -0.2897 -0.2343  0.482
H 6.1438 -4.3499 2.5330  0.000
H -7.5332 2.4825 0.1128  0.000
C 4.2245 3.7866 1.4590  -0.004
C 2.8265 -3.1476 -2.5319  -0.002
H -7.7873 0.3550 -1.1780  0.000
H 1.0855 -4.9747 2.7490  0.000
H -3.2358 -3.9083 -2.6354  0.000
H -0.3299 -2.5845 -2.2937  0.004
H -2.6814 5.9522 1.3043  0.000
S 1.1101 -0.2619 -3.0316  0.046
C -0.6842 -4.5865 -1.5275  0.000
H 2.2007 -2.6800 2.4188  -0.005
H 0.2017 8.0018 0.4844  0.000
H -6.5046 -0.8614 -1.1871  0.000
C 4.7945 -4.5240 -2.6235  0.004
H -1.0366 -4.5544 -3.6526  0.000
H -4.7835 -1.5580 0.3097  0.000
H 5.6237 -1.3254 -1.9472  0.001
C -2.7683 -0.9133 0.2230  -0.009
H 5.2832 4.7124 3.0777  0.000
C 5.1743 -1.1863 1.8042  0.006
H 5.6033 -0.2136 1.5979  0.000
C -2.9294 -4.9566 -2.6957  0.000
H -2.3902 -1.9184 0.3082  -0.004
H 2.7448 1.7781 -3.6728  0.000
H -6.0539 2.8499 1.0024  0.000
H -6.0566 2.8425 -0.7796  0.000
C 3.5982 2.6356 0.9964  0.010
P 2.6375 -0.0270 1.4197  -0.106
C 4.6052 2.8234 -3.3503  -0.001
H -1.8050 7.4585 1.5414  0.000
C -0.8442 -4.3603 2.0387  0.005
H -7.8464 0.4403 1.3739  0.000
Ni 0.1604 -0.0608 -0.1076  1.320
C -2.3326 1.3282 0.0622  -0.001
C 0.4309 6.9784 0.1821  0.000
H -6.3362 0.6085 2.2823  0.000
C 0.3590 -5.3000 1.9959  -0.001
H 1.4156 4.8927 -0.9142  0.002
H 1.1055 6.5491 0.9286  0.000
C 4.7831 3.8165 2.7265  0.000
H -1.1378 6.4977 -2.0614  0.000
H -6.6670 -0.8716 1.3680  0.000
H -1.7747 -2.7150 -1.3310  -0.008
C 5.4834 -3.5068 2.3635  0.006
C -1.6821 6.3884 1.3649  0.000
H 6.6539 -3.5076 -2.2819  0.000
C -0.5956 4.6930 -0.1365  0.001
H -1.1312 -5.0595 -0.6473  -0.001
H 3.6943 -4.6120 2.8104  0.000
H 2.8066 -5.2346 -3.0193  0.000
C -4.6313 0.5969 0.1522  0.002
C 3.9381 0.8355 -2.1655  0.043
H 3.1656 2.6238 0.0096  0.025
H 0.8336 -7.4143 2.2094  0.000
C 3.5317 1.5088 1.8042  -0.007
H 5.1152 2.7249 4.5504  0.000
C -6.7049 0.2114 -1.1513  0.000
H 5.2603 -5.4904 -2.7843  0.000
H -6.2762 0.6696 -2.0464  0.000
H 7.0156 1.8635 -1.1690  0.000
H 1.7648 -3.0250 -2.6808  0.000
H -1.1666 5.9568 2.2268  0.000
H -1.3647 -2.2549 2.0919  -0.006
H -4.0039 2.6434 -0.0017  0.001
H 1.7329 2.4767 -1.2018  -0.034
H -1.8562 7.7529 -1.0371  0.000

=====

ORCA calculation (wB97M-V/def2-TZVPD) on a 2-piece molecular cluster, C51H63N2 overall in a non-equilibrium geometry.

Output
Spin multiplicity   1
Energy relative to the best compared isomer or geometry (same formula, charge and spin)   0.00 kJ/mol
LUMO energy   -5.969 eV
Calculated total energy   -2090.3331 Eh
Charge   +1

Last column: Löwdin charge in e.
Positions of all 116 atoms, in Å:
C -0.8813 -1.8186 -0.5873  -0.059
H 5.3484 3.2710 2.2674  0.074
H 2.7302 -4.9846 1.8828  0.090
H 0.9856 0.6098 4.4597  0.124
H 1.3244 2.1078 3.0273  0.038
H -4.2174 -2.4899 -0.4589  0.095
C -3.1997 -2.4493 -0.8643  -0.090
H -1.0883 -1.4114 3.6441  0.112
N -0.8677 0.0891 2.1695  -0.002
C -2.4529 -3.7158 -7.1336  -0.036
H -0.5654 3.1373 2.4378  0.097
H 1.1842 2.8199 -1.1623  0.115
C -3.8084 0.1597 -0.1321  -0.052
H 5.1750 -2.7384 2.6720  0.103
H -2.5409 -1.8346 -8.1641  0.113
H -0.8623 -1.0871 -1.4038  0.093
C -1.3493 1.3202 -9.1224  -0.040
H 1.8088 3.7735 2.7188  0.102
C 2.0008 2.7256 2.4522  -0.064
C -3.0867 2.0658 4.5788  -0.038
H -1.3474 0.2149 4.2437  0.098
H -2.9646 0.9847 4.7140  0.071
C 4.3169 3.2411 1.8967  -0.049
C 3.4179 2.3458 2.7686  -0.525
C 3.3458 -1.5922 2.5156  -0.080
H -2.2055 -4.2749 -8.0437  0.125
N 1.3494 -0.0889 2.4970  -0.009
H -0.4523 1.0868 -0.1911  0.114
C -3.1787 -2.2903 -4.8336  0.011
H -1.6396 3.3503 -9.8360  0.126
C 3.9650 0.0840 -1.0086  -0.083
H -0.6664 -2.8193 -0.9968  0.094
H -3.7119 2.2883 -6.1864  0.129
H -3.4240 -4.2152 -3.8941  0.119
H 0.5906 -2.1884 2.5452  0.044
H 3.1069 2.0315 4.9157  0.084
C 4.2138 1.2941 -1.6687  -0.109
H -2.6240 4.6864 3.7186  0.092
C -2.4831 2.5659 3.2565  -0.518
C -3.0470 3.9757 2.9950  -0.069
H -5.4963 1.5054 -0.0851  0.107
H 2.2540 -2.5549 4.8169  0.071
C 5.6036 -0.6824 2.4092  -0.054
C -1.5615 0.4065 -8.0832  -0.005
H -2.5930 -5.4950 -5.8931  0.129
H 5.1935 1.4756 -2.1205  0.099
H -3.6224 -1.7290 -4.0015  0.115
C -0.7355 -0.3719 3.5477  -0.120
H -4.1544 -0.3026 -1.0598  0.092
C 5.0851 0.5967 2.4469  -0.045
C -2.1975 -2.7153 1.3504  -0.033
C 3.1979 2.2543 -1.7681  -0.108
C -2.7091 -4.4053 -5.9382  -0.004
H 1.7714 2.5776 1.3917  0.079
C -2.1424 0.4381 1.6010  -0.074
C -2.3764 0.7501 -6.9579  -0.185
C 4.7350 -1.7504 2.5468  -0.046
H 1.1423 -1.1538 4.3093  0.103
C 3.7063 0.8393 2.5003  -0.066
H 4.2837 -4.3717 2.4256  0.072
H 6.6821 -0.8489 2.3086  0.115
H -3.2030 -2.7903 1.7842  0.100
H 1.2285 -2.7894 1.0075  0.081
C -3.1277 -3.6808 -4.8014  -0.031
C 0.4644 0.6991 0.2507  -0.057
H -1.5277 -2.3400 2.1248  0.040
H -0.7679 1.0086 -9.9957  0.122
C 1.7112 0.8360 -0.4626  -0.242
C -2.6949 2.9763 -7.9693  -0.041
H 3.5914 -3.6603 4.4801  0.089
C 1.2076 -2.9544 2.0892  -0.055
H 4.7612 -0.6601 -0.9015  0.106
H -1.1408 -0.5942 -8.1653  0.105
H -0.7697 3.5290 4.1611  0.106
H 3.9413 4.2729 1.9100  0.092
C -2.6196 -0.1429 -5.8643  0.146
H 4.7804 2.4329 4.4722  0.086
C -2.2260 -1.8005 0.1282  -0.505
C 1.9552 2.0337 -1.1748  -0.063
C -2.7445 -1.5573 -5.9838  -0.171
H -1.8584 -3.7218 1.0672  0.095
H -3.1983 -1.9204 -1.8248  0.049
C -4.1420 1.8242 1.5651  -0.044
C -2.8796 1.5615 2.1067  -0.051
H 5.7923 1.4273 2.4811  0.108
C 2.5839 -3.3662 4.1579  -0.032
C -2.6945 -0.3530 0.5454  -0.066
H -0.4821 1.8742 3.6882  0.039
H -2.7780 4.3238 1.9911  0.098
H 3.5851 -3.7859 0.8933  0.095
H -4.1342 4.0203 3.1096  0.070
C 2.7999 -0.2652 2.4287  -0.070
H 2.5125 -1.1251 0.0524  0.098
H 3.5359 3.7038 4.4761  0.092
H -4.1640 2.2738 4.5970  0.088
H -3.1313 3.9824 -7.9290  0.123
H 0.7012 -3.9110 2.2840  0.100
C 0.7391 -0.2577 3.8201  -0.106
C 2.7081 -0.1788 -0.4562  -0.034
H 1.9157 -4.2255 4.3100  0.093
C 3.3540 -4.0832 1.9232  -0.066
H -2.8759 -3.4796 -1.0707  0.087
C -0.9907 2.7827 3.3823  -0.063
C -4.5690 1.1968 0.4001  -0.061
H -0.0701 -1.5769 0.1009  0.038
H -4.7987 2.5661 2.0278  0.107
H -2.6224 2.5764 5.4342  0.096
C 3.7266 2.6454 4.2476  -0.031
H 4.3160 2.8920 0.8572  0.081
C 0.3731 0.2136 1.5560  -0.240
C -1.8767 2.6178 -9.0566  -0.022
C 2.6028 -2.9637 2.6711  -0.520
H -2.9399 0.2909 -4.9195  0.141
H 3.3811 3.1983 -2.2989  0.103
C -2.5387 -2.3217 -7.1881  0.012
C -2.9666 2.0534 -6.9559  0.006